C28H50BN4OP2RhS as an isolated structure. Source: the Open Molecules 2025 dataset; level of theory: wB97M-V/def2-TZVPD.

For the gap between HOMO and LUMO (alpha / beta), the calculation gives 6.0 / 7.2 eV. For the energy above the lowest of the compared OMol25 structures with the same formula, charge and spin, the calculation gives 0.00 kJ/mol. As for the LUMO energy (alpha / beta): 0.6 / -0.2 eV. The expectation value of S² is 6.0296. Its spin multiplicity is 5.

Atoms and positions in Å:
Rh  0.45  0.04  -0.77
C  -3.45  -2.25  -0.08
C  -2.37  -3.16  -0.68
C  -2.72  -3.37  -2.15
C  -2.44  -4.50  0.06
P  -0.75  -2.18  -0.46
C  -0.41  -2.44  1.37
N  -0.14  -1.19  2.05
B  0.38  -0.01  1.35
N  -0.19  1.11  2.09
C  -0.36  2.40  1.46
P  -0.89  2.18  -0.34
C  -2.75  2.17  -0.32
C  -3.22  1.60  -1.67
C  -3.15  1.19  0.78
C  -3.42  3.51  -0.05
C  -0.19  3.71  -1.15
C  -0.37  5.00  -0.34
C  1.32  3.43  -1.31
C  -0.78  3.89  -2.54
C  -0.96  0.64  3.14
C  -1.69  1.31  4.11
C  -2.42  0.57  5.03
C  -2.42  -0.82  4.99
C  -1.67  -1.50  4.03
C  -0.95  -0.77  3.10
C  0.60  -3.08  -1.43
C  0.69  -4.57  -1.12
C  0.42  -2.89  -2.94
C  1.94  -2.44  -1.07
H  -4.42  -2.74  -0.16
H  -3.27  -2.03  0.98
H  -3.51  -1.30  -0.62
H  -3.75  -3.73  -2.21
H  -2.65  -2.45  -2.73
H  -2.09  -4.13  -2.62
H  -3.44  -4.92  -0.09
H  -1.73  -5.24  -0.31
H  -2.30  -4.40  1.13
H  -1.33  -2.84  1.80
H  0.35  -3.21  1.51
H  -1.05  3.03  2.03
H  0.59  2.93  1.41
H  -2.77  0.62  -1.85
H  -4.31  1.48  -1.64
H  -2.98  2.24  -2.51
H  -2.63  0.24  0.67
H  -2.95  1.58  1.77
H  -4.23  1.00  0.71
H  -3.26  4.23  -0.85
H  -4.50  3.36  0.05
H  -3.07  3.96  0.89
H  0.09  4.94  0.65
H  0.11  5.82  -0.87
H  -1.42  5.26  -0.21
H  1.82  3.28  -0.36
H  1.49  2.54  -1.93
H  1.78  4.29  -1.80
H  -1.84  4.17  -2.51
H  -0.25  4.68  -3.06
H  -0.68  2.97  -3.13
H  -1.69  2.39  4.15
H  -3.00  1.08  5.79
H  -2.99  -1.38  5.72
H  -1.66  -2.59  4.02
H  -0.16  -5.12  -1.51
H  1.58  -4.98  -1.60
H  0.78  -4.78  -0.05
H  -0.46  -3.38  -3.35
H  0.39  -1.83  -3.20
H  1.29  -3.34  -3.43
H  2.13  -2.52  0.01
H  2.76  -2.97  -1.57
H  2.07  -1.39  -1.35
O  0.48  0.36  -2.59
C  6.58  -0.48  1.49
N  6.81  0.33  0.32
C  8.01  0.92  -0.06
C  7.79  1.59  -1.20
N  6.45  1.41  -1.51
C  5.83  0.63  -0.58
S  4.24  0.15  -0.54
H  7.51  -0.56  2.05
H  6.23  -1.47  1.19
H  5.81  -0.02  2.11
H  8.90  0.81  0.53
H  8.45  2.17  -1.81
H  5.95  1.77  -2.30

Here are the Löwdin charges for atoms 1 to 8, given in e: number 1, Rh, carries 0.71; number 2, C, carries -0.11; number 3, C, carries -0.68; number 4, C, carries -0.10; number 5, C, carries -0.08; number 6, P, carries 1.10; number 7, C, carries -0.27; number 8, N, carries -0.03